(1)
Computed, not measured: one molecule with the formula C3H6F2N2, with ωB97M-V with the def2-TZVPD basis set.

```
! RIJCOSX wB97M-V def2-TZVPD def2/J DEFGRID3
* xyz 0 1
C 1.9504 0.4885 -0.3109
N 1.3436 -0.7820 0.1027
N 0.0162 -0.9332 0.1155
C -0.7802 0.0347 0.2718
C -2.2067 -0.1765 0.3099
F -2.8890 0.8905 -0.2290
F -2.5444 -1.2662 -0.4574
H 1.3902 0.9625 -1.1152
H 1.9555 1.2354 0.5240
H 2.9389 0.3255 -0.6302
H 1.8393 -1.5771 -0.2449
H -0.4809 1.1196 0.3374
H -2.5328 -0.3218 1.3264
*
```

Highest occupied orbital energy (eV): -9.1

The net atomic charges from Mulliken, expressed in e, are: C -0.910; N -0.170; N -0.355; C -0.209; C 0.390; F -0.272; F -0.236; H 0.341; H 0.282; H 0.356; H 0.284; H 0.349; H 0.149



(2)
Computed, not measured: C5H7NO as an isolated structure, with ωB97M-V with the def2-TZVPD basis set.

```
! RIJCOSX wB97M-V def2-TZVPD def2/J DEFGRID3
* xyz 0 1
C -1.1862 -1.4305 0.3986
C 1.1698 0.2836 -1.5490
C 0.7914 -0.5788 -0.4876
C 0.8487 0.9289 0.3200
C -0.2611 1.6520 0.4669
N -0.3943 -1.1730 -0.7805
O 1.3345 0.8953 -2.5068
H 1.6295 -1.0814 0.0352
H 1.7634 1.1153 0.8751
H -2.0402 -2.0479 0.1166
H -0.6169 -1.9605 1.1855
H -1.5869 -0.5238 0.8889
H -0.2967 2.5042 1.1351
H -1.1549 1.4166 -0.0980
*
```

Highest occupied orbital energy (spin up / spin down) (eV): -7.5 / -7.5

The net atomic charges from Mulliken, expressed in e, are: C -0.785; C 0.426; C 0.164; C -0.267; C -0.820; N -0.627; O -0.290; H 0.395; H 0.405; H 0.290; H 0.280; H 0.222; H 0.285; H 0.322



(3)
Computed, not measured: C40H53GeN6O5PbSi3 as an isolated structure, with ωB97M-V with the def2-TZVPD basis set.

```
! RIJCOSX wB97M-V def2-TZVPD def2/J DEFGRID3
* xyz 2 2
Pb -0.0167 -0.2268 0.6726
O -1.7322 4.0793 6.3433
C -1.9928 4.4408 5.1981
O -2.5046 5.4397 4.6983
C -1.4434 3.4527 4.1221
C -0.4985 2.4966 4.4612
C -0.0598 1.5964 3.5077
N -0.5407 1.6033 2.2509
C -1.4373 2.5427 1.9103
C -1.9025 3.4798 2.8163
C -1.9252 2.5221 0.5116
C -2.6066 3.5969 -0.0560
C -3.0501 3.5015 -1.3616
C -2.8039 2.3404 -2.0852
C -2.1064 1.3286 -1.4601
N -1.6775 1.4183 -0.1987
C 0.9295 0.5429 3.8439
C 1.5997 0.5090 5.0641
C 2.4812 -0.5245 5.3197
C 2.6837 -1.5057 4.3571
C 1.9906 -1.3966 3.1691
N 1.1390 -0.4004 2.9202
H -0.1782 2.4741 5.4932
H -2.6315 4.2351 2.5629
H -2.7753 4.5007 0.5078
H -3.5782 4.3289 -1.8125
H -3.1328 2.2274 -3.1070
H -1.8673 0.4117 -1.9839
H 1.4452 1.2797 5.8024
H 3.0069 -0.5627 6.2615
H 3.3626 -2.3279 4.5197
H 2.1231 -2.1263 2.3808
C 0.8854 -3.3716 -2.8490
C 0.6100 -2.3097 -1.8213
O 1.2619 -1.1941 -1.8446
O -0.2598 -2.4827 -0.9756
H -0.0104 -3.4889 -3.4623
H 1.0724 -4.3160 -2.3423
H 1.7257 -3.1298 -3.4892
C -2.2349 -6.3421 -6.0256
C -2.5305 -5.7683 -4.6960
C -3.6386 -4.8985 -4.5293
C -3.9552 -4.3695 -3.3191
C -3.1448 -4.6949 -2.1872
N -3.4038 -4.2382 -0.9560
C -4.6891 -3.8432 -0.4844
O -5.6639 -3.8955 -1.1700
N -4.7056 -3.5320 0.8447
C -3.8181 -2.7376 1.5853
C -4.0652 -2.5799 2.9492
C -3.2236 -1.7928 3.7005
C -2.1458 -1.1813 3.0754
N -1.9155 -1.3299 1.7746
C -2.7282 -2.0871 1.0340
C -2.0074 -5.5440 -2.3513
C -1.7239 -6.0697 -3.5693
H -3.1188 -6.8459 -6.4226
H -1.4093 -7.0456 -5.9966
H -1.9926 -5.5430 -6.7315
H -4.2499 -4.6610 -5.3883
H -4.8116 -3.7267 -3.2022
H -2.6953 -4.4173 -0.2495
H -5.6530 -3.5853 1.2120
H -4.9109 -3.0735 3.4075
H -3.3942 -1.6460 4.7545
H -1.4720 -0.5418 3.6214
H -2.4844 -2.1515 -0.0196
H -1.4050 -5.7950 -1.4897
H -0.8866 -6.7401 -3.6844
C 5.9105 -1.1654 -1.6559
Si 4.6255 -1.9312 -2.7882
C 5.2979 -2.0957 -4.5298
C 4.1310 -3.6050 -2.0686
Ge 2.6946 -0.4668 -2.9547
Si 2.9825 1.6128 -1.7429
C 1.4585 2.7108 -1.8725
C 3.3233 1.2887 0.0862
C 4.4492 2.4784 -2.5309
Si 1.6185 -0.0573 -5.0716
C 2.7536 1.1028 -6.0071
C -0.0460 0.7389 -4.6757
C 1.2974 -1.6040 -6.0962
H 6.7684 -1.8371 -1.6111
H 5.5460 -1.0372 -0.6372
H 6.2731 -0.2029 -2.0121
H 6.1725 -2.7432 -4.5526
H 5.6018 -1.1251 -4.9224
H 4.5561 -2.5123 -5.2114
H 5.0009 -4.0383 -1.5744
H 3.8104 -4.3052 -2.8377
H 3.3422 -3.5311 -1.3216
H 0.5325 2.1847 -1.6336
H 1.3497 3.1327 -2.8702
H 1.5581 3.5434 -1.1745
H 2.4069 1.1139 0.6494
H 3.7853 2.1749 0.5208
H 3.9915 0.4489 0.2629
H 4.2862 2.6695 -3.5900
H 5.3700 1.9067 -2.4335
H 4.6146 3.4426 -2.0504
H 2.8985 2.0437 -5.4797
H 2.3324 1.3374 -6.9838
H 3.7334 0.6560 -6.1726
H 0.0484 1.7969 -4.4415
H -0.5225 0.2515 -3.8246
H -0.7139 0.6455 -5.5316
H 2.1883 -2.2130 -6.2408
H 0.9528 -1.2914 -7.0826
H 0.5181 -2.2303 -5.6636
*
```

Highest occupied orbital energy (spin up / spin down) (eV): -11.2 / -11.2

Mulliken atomic charge list, values in e, 99 entries: Pb 1.389; O -0.693; C 0.379; O -0.683; C -0.847; C -0.908; C 0.550; N 0.451; C 1.052; C -0.993; C 0.042; C -0.989; C -0.678; C -0.959; C -0.325; N 0.607; C 0.241; C -0.804; C -0.666; C -0.789; C -0.543; N 0.205; H 0.667; H 0.550; H 0.498; H 0.471; H 0.502; H 0.484; H 0.549; H 0.467; H 0.466; H 0.604; C -0.945; C 0.957; O -0.718; O -0.737; H 0.061; H 0.434; H 0.083; C -1.439; C 0.867; C -0.886; C -0.413; C 0.932; N -0.100; C 0.188; O -0.539; N -0.067; C 0.255; C -0.407; C -1.238; C -0.166; N 0.268; C -0.604; C -0.434; C -0.823; H 0.400; H 0.382; H 0.352; H 0.486; H 0.517; H 0.359; H 0.337; H 0.462; H 0.518; H 0.300; H 0.863; H 0.412; H 0.394; C -1.132; Si 0.681; C -1.101; C -1.047; Ge 0.574; Si 0.180; C -0.618; C -0.440; C -1.026; Si 0.522; C -1.070; C -0.742; C -1.106; H 0.425; H 0.310; H 0.298; H 0.419; H 0.315; H 0.290; H 0.497; H 0.323; H 0.205; H -0.172; H 0.397; H 0.459; H -0.300; H 0.510; H 0.142; H 0.275; H 0.248



(4)
Computed, not measured: C17H21Cl2N5Ti as an isolated structure, with ωB97M-V with the def2-TZVPD basis set.

```
! RIJCOSX wB97M-V def2-TZVPD def2/J DEFGRID3
* xyz 0 3
Ti -0.1845 -0.4004 0.1726
C -1.0669 -2.3571 -0.1619
C 1.3634 -1.8227 0.5123
N 1.8969 -0.4862 0.4549
C 2.3472 0.1483 1.7186
C 1.1567 0.4255 2.5919
C 1.1975 0.5217 3.9459
C 0.0434 0.9091 4.6718
C -1.1329 1.1960 3.9227
C -1.1358 1.0716 2.5731
C -2.3549 1.2948 1.7009
N -1.9806 1.1157 0.2894
C -3.0653 0.6916 -0.6081
C -2.8885 -0.8053 -0.9473
N -2.1278 -1.4528 0.1424
N -0.0094 0.6688 1.8543
H -0.9971 -3.1803 0.5351
H -0.9987 -2.6646 -1.1969
H 1.7430 -2.4929 -0.2434
H 1.3709 -2.2485 1.5107
H 2.5305 -0.3314 -0.3164
H 2.8287 1.0842 1.4370
H 3.0760 -0.4719 2.2366
H 2.1298 0.3163 4.4624
H 0.0603 0.9982 5.7484
H -2.0419 1.5139 4.4244
H -2.7979 2.2739 1.8856
H -3.1195 0.5550 1.9409
H -1.5044 1.9351 -0.0583
H -3.0279 1.2643 -1.5302
H -4.0325 0.8766 -0.1401
H -2.2841 -0.8918 -1.8377
H -3.8445 -1.3018 -1.1180
H -2.7038 -1.7415 0.9174
Cl -0.4390 -1.7753 -3.7770
C 0.8484 -0.6051 -3.5987
C 1.8190 -0.5557 -4.5814
C 2.8489 0.3649 -4.4991
C 2.8757 1.2420 -3.4288
C 1.8936 1.1907 -2.4570
Cl 1.9770 2.3712 -1.1716
C 0.8188 0.2444 -2.4619
N -0.1265 0.1692 -1.4900
H 1.7621 -1.2434 -5.4146
H 3.6153 0.4033 -5.2637
H 3.6614 1.9824 -3.3475
*
```

Highest occupied orbital energy (spin up / spin down) (eV): -4.8 / -7.2

The net atomic charges from Mulliken, expressed in e, are: Ti -0.077; C -0.551; C -0.917; N -0.056; C -1.078; C 0.560; C -0.684; C -0.749; C -0.509; C 0.185; C -0.790; N -0.089; C -1.021; C -0.099; N -0.117; N 0.315; H 0.424; H 0.153; H 0.475; H 0.334; H 0.305; H 0.290; H 0.383; H 0.412; H 0.391; H 0.405; H 0.458; H 0.298; H 0.375; H 0.448; H 0.351; H -0.103; H 0.600; H 0.275; Cl -0.274; C 0.804; C -0.694; C -0.379; C -0.663; C 0.871; Cl -0.200; C -1.116; N -0.117; H 0.395; H 0.362; H 0.410